176
Properties=species:S:1:pos:R:3:forces:R:3 method="wB97M-V/def2-TZVPD" smiles="COCCOCCOC.COCCOCCOC.COCCOCCOC.COCCOCCOC.CN(C)C=O.CN(C)C=O.CN(C)C=O.CN(C)C=O.CN(C)C=O.CN(C)C=O.CN(C)C=O" gap_ev=9.085 spin_multiplicity=1 e_tot_ev=-97690.4582 de_lowest_kcal_mol=1.9 lumo_energy_ev=0.12 max_force_ev_per_a=2.8
O 18.53107 -0.35129 -0.21280 -0.07 0.25 -0.75
O 15.12146 -0.20840 3.04390 -0.71 -1.25 -0.13
O 13.81495 4.08070 3.53627 0.47 -0.15 0.85
O 20.77513 2.27922 1.71534 -0.77 0.19 0.78
O 22.95831 3.50490 6.29908 1.21 0.37 1.95
O 15.75165 -3.76948 0.06034 -1.31 1.35 -1.39
O 17.05408 -6.15495 1.04253 0.12 -0.34 0.81
O 17.28159 -8.64208 -0.06283 0.38 -1.14 -0.63
O 8.18358 5.34859 5.72581 -1.29 0.33 -0.84
O 17.99141 3.35595 -3.54665 -0.07 0.06 1.57
O 19.48495 -0.56266 6.08286 -1.11 -0.55 -1.67
O 22.15053 6.94159 9.69274 -0.02 -0.35 -0.02
O 20.28245 3.87903 9.25985 1.28 0.27 0.48
O 11.07968 3.48410 4.87597 -0.33 0.46 -0.88
O 12.23497 0.38606 1.12346 0.40 -1.72 0.66
O 20.41010 4.43337 5.74839 -1.41 0.08 -0.74
O 26.12391 3.03768 7.90598 0.19 0.44 0.81
O 11.02492 -3.04342 6.03853 1.07 -0.45 -0.60
O 18.47660 1.98911 8.16138 0.65 -0.18 0.03
N 22.16931 2.76430 -0.01857 0.65 0.21 0.68
N 18.70553 4.43198 -1.63294 0.11 -0.08 0.28
N 19.12151 -0.48904 -2.39293 0.32 -1.33 -0.32
N 13.10440 -2.43157 5.32901 2.02 1.30 -0.23
N 19.66710 -1.66225 4.08036 -0.80 -2.01 -1.82
N 12.08444 -1.86361 0.74587 -0.26 -1.03 -0.38
N 16.59289 1.45192 3.04434 0.40 0.23 -0.76
C 17.47713 1.00154 8.03580 -0.81 0.23 0.22
C 19.23418 -0.68462 4.86947 1.79 1.06 1.62
C 19.53506 1.58861 9.07651 0.51 1.47 -1.74
C 19.84657 -1.74293 -2.18444 0.23 -0.63 -0.40
C 13.94223 4.49324 2.19801 -0.16 -0.51 0.29
C 13.02047 -0.97513 5.68888 -0.27 -0.43 -0.72
C 9.44174 4.77903 5.97657 -0.19 0.83 0.70
C 17.41056 -7.29553 1.86593 -0.99 -0.24 -0.67
C 24.36573 3.63532 6.52930 -0.08 0.25 0.86
C 12.47974 -0.79171 1.45776 -0.50 1.75 -0.66
C 19.00372 4.07537 5.85392 0.30 0.23 0.32
C 13.13467 2.87528 3.71938 -1.02 -1.36 0.05
C 11.34251 -1.74081 -0.52835 0.16 -0.22 0.35
C 17.91943 3.56720 -2.33054 0.31 0.55 -0.91
C 20.71057 2.59531 8.96561 -1.47 -1.75 -0.97
C 22.80778 2.29997 -1.25824 -0.61 2.09 -0.17
C 18.94614 -0.23023 -3.82212 0.00 1.22 0.75
C 21.12557 3.67570 4.75676 0.27 -0.50 2.28
C 7.67397 6.24242 6.68988 1.39 -0.60 1.14
C 17.64577 2.15897 2.29885 0.56 1.09 1.82
C 24.73551 3.18930 7.96227 -0.77 -0.66 -2.39
C 21.22617 2.03773 0.63043 1.31 0.03 -1.47
C 11.60794 2.93286 3.63678 -0.93 0.14 0.96
C 19.59780 5.35573 -2.39185 -0.25 -0.39 1.19
C 9.67462 3.82347 4.85568 1.20 -1.08 -0.16
C 12.12132 -3.31537 5.54612 -1.28 0.53 0.86
C 16.33143 1.78750 4.47215 0.75 -0.37 -0.28
C 15.96172 0.43082 2.44843 -0.24 0.66 0.61
C 15.44601 -2.62488 -0.83413 0.09 -1.35 0.68
C 17.01647 -9.89992 -0.73463 -0.22 1.24 0.64
C 18.49738 0.07795 -1.37393 -0.17 0.41 1.85
C 20.19588 -2.97279 4.55577 0.30 1.99 0.50
C 21.04351 6.07482 9.80643 0.12 -1.39 -0.93
C 21.40480 4.73084 9.04815 -0.90 1.78 1.04
C 12.50066 -3.25532 1.08845 -0.10 0.91 -0.26
C 22.22819 7.95887 10.64577 -0.19 0.70 0.16
C 22.54901 4.13722 0.34975 0.65 -0.48 0.33
C 26.66936 2.81987 9.20659 -0.20 -0.16 -0.89
C 17.27330 -4.89148 1.65165 0.02 0.63 -0.70
C 18.58210 4.57259 -0.14227 0.75 -0.01 -0.74
C 16.81799 -8.59703 1.28395 0.75 0.87 -1.61
C 22.59287 3.89214 5.04402 -0.28 -0.03 -1.92
C 14.42580 -2.86202 4.80023 0.22 -0.06 0.02
C 19.69770 -1.43094 2.62988 -0.31 0.18 -0.34
C 16.96852 -3.64975 0.70318 0.54 -1.09 1.52
H 19.19457 6.34430 -2.17224 0.10 0.23 -0.76
H 17.09630 0.83326 9.04315 -0.13 -0.80 0.01
H 16.26920 -2.45241 -1.52747 0.22 0.04 0.11
H 14.56932 -2.88043 -1.42928 0.06 -0.38 0.13
H 13.25036 -0.39243 4.79685 -0.33 -0.05 -0.24
H 21.37831 8.63618 10.56178 -0.15 0.22 -0.08
H 16.98610 -2.82158 1.41165 -0.16 0.47 0.15
H 17.77188 -3.42827 0.00058 0.28 -0.41 -0.23
H 21.12902 2.53910 7.96070 -0.27 0.18 -0.53
H 10.21569 5.53880 6.08542 0.23 0.32 -0.61
H 12.04038 -0.70802 6.08406 0.00 -0.36 -0.24
H 16.61270 1.32711 7.45713 -0.01 1.15 0.10
H 17.48134 3.22475 2.45747 -0.01 0.23 0.05
H 19.89474 0.22200 -4.11151 0.13 -0.76 -0.90
H 11.85212 -2.39986 -1.23124 0.11 0.38 -0.37
H 23.14116 8.53384 10.49087 -0.02 -0.09 -0.29
H 7.53963 5.67227 7.60911 -0.31 0.03 0.36
H 17.42370 -9.89939 -1.74570 0.16 0.40 0.16
H 22.24231 4.45823 1.34523 -0.58 -0.42 -0.16
H 17.22394 1.62626 5.07673 0.44 0.25 -0.25
H 19.52973 4.29608 0.31993 0.11 -0.09 -0.04
H 12.42050 -4.33482 5.25727 -0.13 -0.08 -0.05
H 17.15743 -9.47955 1.82621 0.24 0.02 0.36
H 18.37498 4.48861 5.06524 0.28 0.16 -0.43
H 19.69566 5.05826 -3.43590 -0.75 0.23 0.11
H 13.48611 2.06338 3.08266 0.02 0.24 -0.99
H 18.38122 5.58685 0.20271 -0.16 0.21 -0.49
H 21.22732 -2.67224 4.73989 0.43 -1.16 0.05
H 19.75396 -3.24886 5.51316 -0.11 0.17 -0.11
H 11.20874 3.46381 2.77259 0.30 0.61 -0.09
H 27.67269 3.24365 9.16354 -0.03 -0.19 0.45
H 15.63822 1.09238 4.94582 -0.36 0.11 -0.71
H 19.34415 -0.43155 2.37627 0.09 0.09 0.26
H 26.66867 1.74476 9.38615 0.31 -0.10 0.26
H 18.58318 4.43617 6.79258 0.53 0.38 0.10
H 20.68653 -1.78304 -2.87795 0.21 0.31 0.08
H 15.72833 -8.62086 1.27090 -0.24 0.31 0.24
H 8.45604 6.96573 6.92075 -0.04 0.48 0.00
H 24.38994 3.92674 8.68675 0.10 -0.08 0.18
H 16.78335 -4.80319 2.62131 -1.06 -0.02 -0.12
H 15.22310 -2.24753 5.21836 -0.17 -0.06 0.46
H 20.62751 5.37342 -2.03480 -0.01 -0.33 0.51
H 20.88759 2.65435 5.05396 -0.03 -0.52 -0.87
H 19.25239 -2.60271 -2.49401 -0.44 -0.02 0.07
H 18.61036 -1.16154 -4.27819 0.49 0.18 -0.41
H 13.37985 2.39091 4.66456 0.07 0.85 0.64
H 19.16729 1.59689 10.10256 -0.10 -0.56 0.03
H 18.79519 3.00845 5.93323 0.64 -0.26 -0.29
H 16.23717 0.27875 1.39334 0.09 -0.10 0.06
H 26.02913 3.28437 9.95655 0.28 0.24 0.18
H 14.64562 -2.78551 3.73537 -0.95 0.57 -0.39
H 10.31739 -2.11083 -0.51092 -0.09 -0.24 0.66
H 14.66538 -3.91158 4.97089 -0.39 -0.06 0.68
H 17.83768 2.06363 1.23012 -0.94 -1.04 0.06
H 22.39885 3.06597 -1.91712 0.05 -0.59 -1.27
H 18.60535 1.94928 2.77143 0.16 0.02 -0.05
H 14.85036 5.09133 2.12261 -0.27 0.35 0.00
H 11.69825 -3.81514 1.56891 -0.11 0.01 -0.15
H 23.18246 3.27918 4.36228 -0.03 -0.13 -0.72
H 22.22465 4.85681 -0.40197 -0.23 -0.03 -0.05
H 11.12193 1.96351 3.52605 0.62 -0.58 -0.05
H 20.20712 -1.97811 -1.18304 -0.26 0.71 0.04
H 9.30985 4.19622 3.89855 0.43 0.53 -0.13
H 11.23084 -0.71448 -0.87803 0.66 -0.04 0.19
H 20.08512 6.43623 9.43363 0.14 0.66 -0.79
H 22.79191 4.92566 4.76064 0.40 0.50 0.55
H 24.94697 3.07629 5.79599 -0.10 -0.46 -0.03
H 18.01302 1.04798 -1.56540 -0.13 -0.27 -0.48
H 17.83385 3.93096 0.32308 -0.13 -0.04 -0.68
H 21.54391 2.19557 9.54340 0.06 0.28 0.93
H 13.05229 -1.04140 2.36443 -0.03 0.03 -0.17
H 22.63576 1.28178 -1.60722 -0.31 0.17 0.46
H 17.15748 3.11331 -1.67815 0.01 -0.23 -0.08
H 24.78118 4.64236 6.49207 -0.64 0.59 -0.52
H 17.46586 -10.73075 -0.19069 -0.17 -0.15 0.14
H 9.06043 2.93866 5.02294 0.04 -0.37 0.13
H 23.86838 2.55104 -1.27238 0.16 -0.48 0.48
H 23.63520 4.21163 0.40235 0.16 -0.11 -0.21
H 16.96000 -7.28733 2.85842 0.16 0.77 0.39
H 12.80389 -3.73040 0.15548 -0.14 -0.21 0.07
H 20.73757 5.87117 10.83260 0.76 -0.38 0.47
H 9.50042 4.28544 6.94664 -0.41 -0.45 0.21
H 15.17927 -1.70598 -0.31206 0.34 -0.02 0.44
H 13.38088 -3.30050 1.72975 -0.08 0.42 0.08
H 20.98530 3.90168 3.69970 -0.70 0.07 0.04
H 13.76018 -0.59917 6.39569 0.25 -0.82 0.38
H 6.74064 6.76307 6.47555 0.16 -0.41 -0.77
H 15.93244 -9.97663 -0.81895 -0.12 -0.52 0.04
H 22.34069 4.35871 9.46497 -0.07 -0.38 0.52
H 20.97600 1.20871 -0.04953 -0.47 -0.60 0.57
H 24.23997 2.22283 8.05437 -0.15 -0.20 0.79
H 19.97438 0.68474 8.65448 -0.29 -0.64 0.72
H 21.60550 4.79861 7.97893 -0.27 0.57 -0.12
H 18.29121 -4.72951 2.00622 0.79 -0.27 -0.51
H 18.23570 0.56117 -4.06103 -0.34 -0.08 0.52
H 20.68958 -1.51691 2.18616 0.36 0.02 0.45
H 22.25769 7.64262 11.68847 -0.06 -0.61 0.11
H 20.05904 -3.77882 3.83487 0.11 0.37 -0.12
H 13.02423 5.02034 1.93810 0.23 0.27 -0.55
H 18.84014 0.11109 4.21849 -0.43 0.31 0.55
H 14.08374 3.61864 1.56307 -0.15 -0.09 -0.31
H 18.49640 -7.37219 1.92219 0.07 -0.04 0.09
H 19.08103 -2.07863 2.00673 -0.28 -0.43 0.48
H 16.00759 2.81941 4.60780 -0.12 -0.04 -0.25
H 17.69433 0.11963 7.43317 1.05 -0.38 0.70